Entry from OMol25: a structure of composition C46H64CuIN3PSi4Te (ωB97M-V/def2-TZVPD).

Structure (XYZ):
```
121
Properties=species:S:1:pos:R:3:forces:R:3
Cu 0.773171 -0.216065 0.556354 -0.1 0.2 0.2
I -0.968617 -2.264623 0.169127 -0.1 0.0 -0.1
C -1.123748 -3.360396 1.952393 0.0 -0.2 0.1
C -1.672785 -4.597862 1.713533 0.1 0.2 -0.1
C -1.861323 -5.538727 2.733507 0.0 0.0 0.1
C -1.483404 -5.208252 3.995070 0.0 0.0 -0.1
C -0.925493 -3.940559 4.281693 0.0 -0.1 0.1
C -0.593010 -3.691877 5.633892 0.0 0.1 0.0
C -0.083412 -2.492833 6.017928 -0.1 -0.1 0.0
C 0.106727 -1.509094 5.041444 0.0 0.0 -0.1
C -0.175803 -1.689101 3.701287 0.1 0.1 0.2
P 0.156088 -0.119358 2.773828 0.1 -0.1 -0.4
C -1.225059 0.933709 3.330079 -0.2 -0.1 -0.1
C -1.193676 2.312722 3.115261 0.1 0.0 0.0
C -2.268256 3.105464 3.477031 0.0 0.1 0.1
C -3.398898 2.537024 4.043435 0.0 0.0 0.1
C -3.451013 1.167751 4.243301 0.0 0.0 0.0
C -2.373840 0.368112 3.888005 0.1 0.1 0.0
C 1.658386 0.494395 3.615602 -0.2 0.3 0.1
C 1.678939 1.585746 4.479487 0.1 -0.1 0.0
C 2.879284 2.016995 5.031188 -0.1 0.0 0.0
C 4.059286 1.353682 4.737664 0.1 0.0 0.0
C 4.040847 0.255618 3.886983 0.1 0.0 0.0
C 2.850117 -0.162915 3.321919 0.0 0.0 0.0
C -0.719733 -2.951915 3.264731 0.0 0.1 0.0
H -1.965743 -4.863673 0.707168 0.0 0.0 0.0
H -2.297164 -6.500716 2.505307 0.0 0.0 0.0
H -1.608776 -5.902192 4.815806 0.0 0.0 0.0
H -0.767500 -4.480899 6.353519 0.0 0.0 0.0
H 0.169142 -2.285556 7.048073 0.0 0.0 0.0
H 0.493691 -0.557179 5.376709 0.0 0.0 0.0
H -0.318147 2.777942 2.678975 0.0 0.0 0.0
H -2.220448 4.174666 3.314981 0.0 0.0 0.0
H -4.238620 3.159670 4.321274 0.0 0.0 0.0
H -4.331668 0.712796 4.676553 0.0 0.0 0.0
H -2.436493 -0.696856 4.058230 0.0 -0.1 0.0
H 0.763533 2.104818 4.728839 0.0 0.0 0.0
H 2.883565 2.869214 5.697539 0.0 0.0 0.0
H 4.991201 1.683583 5.177565 0.0 0.0 0.0
H 4.957937 -0.274414 3.663441 0.0 0.0 0.0
H 2.841817 -1.023428 2.663994 0.0 0.0 0.0
C 3.522284 0.703758 -4.310227 0.0 0.0 0.0
C 2.672688 1.585118 -3.420517 -0.1 0.0 0.0
N 2.126175 0.780104 -2.336625 0.0 0.0 0.1
C 2.777033 -0.249491 -1.738323 -0.2 -0.1 -0.1
N 2.264671 -0.748924 -0.634710 0.2 -0.1 0.0
C 2.958400 -1.887366 -0.031746 0.0 0.0 0.1
C 3.625551 -2.769765 -1.063736 0.0 0.0 0.0
C 4.580765 -1.909916 -1.861493 0.0 0.0 0.0
N 3.877912 -0.740803 -2.366945 0.0 0.0 0.1
C 4.540351 -0.005677 -3.439967 -0.1 0.0 -0.1
H 4.028911 1.306224 -5.063995 0.0 0.0 0.0
H 2.894947 -0.028189 -4.823092 0.0 0.0 0.0
H 1.836561 2.010419 -3.972865 0.0 0.0 0.0
H 3.273311 2.410447 -3.027824 0.1 0.1 0.1
H 1.411421 1.196258 -1.756833 0.0 0.0 0.0
H 2.229716 -2.465830 0.544293 0.0 0.0 0.0
H 3.713831 -1.530372 0.682340 0.0 0.0 0.0
H 2.871970 -3.196351 -1.729259 0.0 0.0 0.0
H 4.159457 -3.593458 -0.589731 0.0 0.0 0.0
H 4.973093 -2.453938 -2.722737 0.0 0.0 0.0
H 5.440181 -1.607272 -1.249031 0.0 0.0 0.0
H 5.107232 -0.733355 -4.022126 0.0 0.0 0.0
H 5.252908 0.713560 -3.023980 0.0 0.0 0.0
C -1.986495 -2.086758 -3.466507 0.0 0.1 -0.1
Si -2.042480 -0.229878 -3.779525 0.0 0.1 0.0
C -0.482490 0.246736 -4.725026 -0.1 -0.1 0.0
C -3.539495 0.167177 -4.854428 0.1 0.0 0.0
Si -2.248432 0.941991 -1.741463 -0.1 -0.1 0.0
Si -4.258344 0.487815 -0.596744 0.0 0.0 -0.1
C -5.702560 0.971834 -1.712845 0.1 -0.1 0.1
C -4.505667 -1.321434 -0.116224 -0.1 0.2 0.0
C -4.317472 1.562670 0.948356 0.0 -0.1 -0.1
Si -1.984691 3.270656 -1.879476 0.1 0.0 -0.1
C -0.475559 3.676828 -2.940066 -0.2 0.1 0.2
C -3.483627 4.070436 -2.700085 0.1 0.0 0.1
C -1.769552 4.035582 -0.169994 0.0 0.0 -0.1
H -2.014542 -2.618281 -4.420751 0.0 0.0 0.0
H -2.828521 -2.436160 -2.868536 0.0 0.0 0.0
H -1.064405 -2.379418 -2.961375 0.0 0.0 0.0
H -0.503045 -0.236973 -5.705330 0.0 0.0 0.0
H 0.415677 -0.080355 -4.200043 0.0 0.0 0.1
H -0.410246 1.319553 -4.893685 0.0 0.1 0.0
H -3.439207 -0.340812 -5.816668 0.0 0.0 0.0
H -3.626650 1.236675 -5.049706 0.0 0.0 0.0
H -4.471660 -0.163697 -4.398767 0.0 0.0 0.0
H -5.779045 0.329795 -2.589882 0.0 0.0 0.0
H -5.644742 2.002873 -2.059597 0.0 0.0 0.0
H -6.629866 0.859728 -1.144123 0.0 0.0 0.0
H -4.120762 -2.033245 -0.845468 0.0 0.0 -0.1
H -5.581456 -1.493100 -0.021268 0.0 0.0 0.0
H -4.047385 -1.547525 0.847585 0.0 0.0 0.0
H -4.576166 2.593278 0.697237 0.0 0.0 0.0
H -3.368241 1.577937 1.485733 0.0 -0.1 -0.1
H -5.083209 1.192056 1.633329 0.0 0.0 0.0
H -0.565961 3.262717 -3.942438 0.0 0.0 -0.1
H 0.448330 3.301811 -2.500746 0.1 0.0 0.1
H -0.386322 4.762228 -3.041504 0.0 0.0 0.0
H -3.665419 3.671335 -3.698263 0.0 0.0 0.0
H -3.309664 5.145382 -2.795633 0.0 0.0 0.0
H -4.392345 3.935146 -2.113465 0.0 0.0 0.0
H -1.051152 3.486779 0.440438 0.0 0.0 0.0
H -2.709364 4.046393 0.383554 0.0 0.0 0.0
H -1.425553 5.068332 -0.267134 0.0 0.0 0.0
C 2.636700 4.449892 -0.237172 -0.1 0.0 0.0
Te 1.856547 2.744416 0.804966 0.0 0.1 0.0
C 3.862649 2.023359 0.735134 0.0 -0.1 0.0
C 4.571215 2.861590 -0.293402 0.0 0.0 0.0
C 5.812224 2.472586 -0.789514 0.0 0.0 0.0
C 6.446307 3.216862 -1.770919 0.0 0.0 0.0
C 5.844102 4.370660 -2.258368 0.0 0.0 0.0
C 4.619581 4.773258 -1.753964 0.0 0.0 0.0
C 3.973954 4.023036 -0.774464 0.0 0.0 -0.1
H 2.726751 5.277216 0.465490 0.0 0.0 0.0
H 1.958349 4.740898 -1.033420 -0.1 0.0 -0.1
H 3.834436 0.973525 0.441770 0.0 0.0 0.1
H 4.308282 2.095319 1.725699 0.0 0.1 0.0
H 6.278352 1.572834 -0.404472 0.0 0.0 0.0
H 7.406689 2.899668 -2.155229 0.0 0.0 0.0
H 6.331525 4.956213 -3.026335 0.0 0.0 0.0
H 4.151291 5.674484 -2.131291 0.0 0.0 0.0
```
Positions in Å, forces in eV/Å.

Values from the calculation:
**Net charge**: +1
**Spin multiplicity**: 2
**⟨S²⟩**: 0.7528
**Lowest unoccupied orbital energy (alpha / beta)**: -2.204 / -3.149 eV
**Orbital gap (alpha / beta)**: 6.8125 / 6.7166 eV
**Energy**: -154042.762 eV
**Largest force on an atom**: 0.41 eV/A